Record 1
Formula: C6H7N
Source: OMol25
Level of theory: ωB97M-V with the def2-TZVPD basis set

```
14
Properties=species:S:1:pos:R:3:mulliken_charge:R:1
C 0.85088 -1.24154 -1.80204 -1.0281
C -0.22497 -0.59711 -1.43016 0.1419
C -1.25415 0.07289 -1.12779 0.6618
N -2.23329 0.78977 -0.95268 -0.6250
H 1.42246 -1.84253 -1.10846 0.2851
H 1.21576 -1.20946 -2.82315 0.2616
H -2.62486 0.84740 -0.01741 0.3033
C -0.76197 -0.64598 1.84395 -0.0670
C 0.05891 0.11376 1.41788 -0.1149
C 1.06586 1.07809 1.03836 -1.1402
H -1.49223 -1.34253 2.13546 0.4034
H 0.77103 1.58694 0.12071 0.3210
H 2.01812 0.57565 0.87171 0.2822
H 1.18844 1.81464 1.83362 0.3148
```

Summary:
net charge	0
structure (SMILES)	C=C=C=N.C#CC
largest force on an atom	0.9	eV Å⁻¹
spin multiplicity	1


Record 2
Formula: C6H7N
Source: OMol25
Level of theory: ωB97M-V with the def2-TZVPD basis set

```
14
Properties=species:S:1:pos:R:3:mulliken_charge:R:1
C 1.18014 -1.08387 -0.35282 0.5554
C 0.45657 -1.49271 -1.30777 -0.6501
C 1.83971 -0.46109 0.74053 -0.5179
C -0.03507 0.05395 0.06369 1.5598
C -0.20336 1.19134 -0.91865 -1.4502
C -1.32694 -0.50578 0.62833 -1.3887
N 0.94304 0.39479 1.09263 -0.6654
H 2.80947 -0.61093 1.17651 0.3802
H -0.54036 2.06626 -0.35983 0.3786
H -0.92910 0.94967 -1.68903 0.3602
H 0.74919 1.42466 -1.38835 0.3865
H -1.17630 -0.80989 1.66172 0.4059
H -1.66001 -1.36724 0.05742 0.3167
H -2.10700 0.25083 0.59560 0.3289
```

Summary:
net charge	0
largest force on an atom	1.1	eV Å⁻¹
spin multiplicity	1


So what do the calculations give for relative energy (zero: lowest compared OMol25 entry of this formula, charge and spin)? Going down the list: 478.4; 510.3 kJ/mol.
So what do the calculations give for LUMO level? Going down the list: 0.012; 0.465 eV.
So what do the calculations give for frontier orbital gap? Going down the list: 0.31272; 0.38497 hartree.